# C6H10O

One molecule with the formula C6H10O (wB97M-V/def2-TZVPD, the Open Molecules 2025 dataset).

Output
- energy (eV) = -8427.1678
- frontier orbital gap (alpha / beta) (eV) = 6.4 / 8.4
- E_HOMO (alpha / beta) (eV) = -7.539 / -8.343
- relative energy (zero: lowest compared OMol25 entry of this formula, charge and spin) (kcal/mol) = 93.9
- LUMO (alpha / beta) (eV) = -1.2 / 0.1

Bonds (Å) are listed after each position.
Element x y z (Å)
1 O -0.573 2.378 0.106  C7 1.233
2 C 0.181 -1.391 1.660  C3 1.406, H8 1.086, H13 1.087
3 C 0.195 -1.178 0.271  C2 1.406, C4 1.536, C5 1.632, H9 1.093
4 C 1.367 -0.188 0.342  C3 1.536, H10 1.093, H15 1.090, H16 1.198
5 C -0.999 -0.362 -0.484  C3 1.632, C6 1.462, H12 1.093, H17 1.093
6 C -0.443 0.597 -1.437  C5 1.462, C7 1.437, H14 1.088
7 C -0.395 1.979 -1.046  O1 1.233, C6 1.437, H11 1.112
8 H -0.137 -0.590 2.321  C2 1.086
9 H 0.479 -2.063 -0.304  C3 1.093
10 H 1.209 0.669 1.002  C4 1.093
11 H -0.139 2.704 -1.850  C7 1.112
12 H -1.557 0.166 0.294  C5 1.093
13 H 0.462 -2.334 2.124  C2 1.087
14 H -0.306 0.336 -2.484  C6 1.088
15 H 2.361 -0.625 0.446  C4 1.090
16 H 1.148 0.305 -0.727  C4 1.198
17 H -1.630 -1.131 -0.937  C5 1.093